Below is an isolated molecule of C20H24BrN3O5S, with properties calculated with ωB97M-V/def2-TZVPD.

As for the net charge: 0. Its SMILES is CSCC[C@@H](N/C=C1/C(=O)NC(=O)N(c2ccc(Br)cc2)C1=O)C(=O)OC(C)(C)C. The calculation puts the total energy at -116717.847 eV. For the HOMO energy, the calculation gives -0.32426 Ha. The calculation puts the orbital gap at 0.33450 hartree. For the LUMO energy, the calculation gives 0.28 eV.

Last columns: bonded neighbours and bond lengths (Å).
Positions of all 54 atoms, in Å:
1 C 4.87 3.46 0.86  S2 1.816, H31 1.085, H32 1.086, H33 1.087
2 S 6.14 2.18 1.06  C1 1.816, C3 1.824
3 C 5.20 0.71 0.55  S2 1.824, C4 1.528, H34 1.089, H35 1.089
4 C 4.29 0.20 1.67  C3 1.528, C5 1.545, H36 1.092, H37 1.090
5 C 3.19 -0.78 1.22  C4 1.545, N6 1.440, C24 1.546, H38 1.093
6 N 1.94 -0.13 0.94  C5 1.440, C7 1.316, H39 1.025
7 C 1.81 0.99 0.25  N6 1.316, C8 1.382, H40 1.081
8 C 0.60 1.52 -0.15  C7 1.382, C9 1.449, C22 1.442
9 C 0.63 2.80 -0.84  C8 1.449, O10 1.214, N11 1.386
10 O 1.62 3.46 -1.05  C9 1.214
11 N -0.62 3.24 -1.26  C9 1.386, C12 1.373, H41 1.014
12 C -1.83 2.62 -1.10  N11 1.373, O13 1.206, N14 1.388
13 O -2.85 3.10 -1.52  C12 1.206
14 N -1.79 1.41 -0.42  C12 1.388, C15 1.429, C22 1.391
15 C -3.04 0.74 -0.22  N14 1.429, C16 1.387, C21 1.387
16 C -3.20 -0.55 -0.71  C15 1.387, C17 1.382, H42 1.078
17 C -4.40 -1.21 -0.51  C16 1.382, C18 1.384, H43 1.079
18 C -5.42 -0.57 0.17  C17 1.384, Br19 1.901, C20 1.384
19 Br -7.07 -1.48 0.44  C18 1.901
20 C -5.27 0.72 0.66  C18 1.384, C21 1.382, H44 1.079
21 C -4.06 1.37 0.46  C15 1.387, C20 1.382, H45 1.078
22 C -0.64 0.82 0.08  C8 1.442, N14 1.391, O23 1.226
23 O -0.71 -0.25 0.69  C22 1.226
24 C 3.66 -1.55 -0.04  C5 1.546, O25 1.201, O26 1.315
25 O 3.29 -1.26 -1.14  C24 1.201
26 O 4.49 -2.51 0.32  C24 1.315, C27 1.462
27 C 5.11 -3.39 -0.67  O26 1.462, C28 1.527, C29 1.527, C30 1.527
28 C 5.97 -4.33 0.16  C27 1.527, H46 1.087, H47 1.086, H48 1.087
29 C 5.97 -2.58 -1.63  C27 1.527, H49 1.086, H50 1.088, H51 1.087
30 C 4.02 -4.17 -1.43  C27 1.527, H52 1.086, H53 1.088, H54 1.087
31 H 5.36 4.41 1.03  C1 1.085
32 H 4.46 3.43 -0.14  C1 1.086
33 H 4.08 3.33 1.60  C1 1.087
34 H 5.95 -0.04 0.29  C3 1.089
35 H 4.65 0.97 -0.36  C3 1.089
36 H 3.80 1.05 2.16  C4 1.092
37 H 4.92 -0.29 2.42  C4 1.090
38 H 3.01 -1.51 2.01  C5 1.093
39 H 1.06 -0.63 1.08  N6 1.025
40 H 2.69 1.56 0.00  C7 1.081
41 H -0.64 4.12 -1.76  N11 1.014
42 H -2.40 -1.04 -1.24  C16 1.078
43 H -4.54 -2.22 -0.88  C17 1.079
44 H -6.07 1.20 1.18  C20 1.079
45 H -3.93 2.37 0.83  C21 1.078
46 H 6.70 -3.77 0.73  C28 1.087
47 H 6.49 -5.03 -0.48  C28 1.086
48 H 5.34 -4.89 0.86  C28 1.087
49 H 6.47 -3.24 -2.33  C29 1.086
50 H 6.72 -2.02 -1.08  C29 1.088
51 H 5.36 -1.88 -2.20  C29 1.087
52 H 4.49 -4.89 -2.09  C30 1.086
53 H 3.38 -4.69 -0.72  C30 1.088
54 H 3.42 -3.49 -2.02  C30 1.087